66
Properties=species:S:1:pos:R:3:forces:R:3:nbo_charge:R:1 method="wB97M-V/def2-TZVPD" fmax_ev_per_a=1.89 mol_weight_g_mol=456.5 total_charge=+1 spin_multiplicity=1 homo_ev=-11.4 orbital_gap_ev=5.85 de_lowest_kj_mol=0.0
C 6.703 -0.892 -2.801 -0.42 -0.25 -0.09 -0.059
C 6.098 -0.567 -3.777 -0.30 -0.14 -0.15 0.079
N 5.237 -0.270 -4.827 1.11 -0.20 1.00 -0.098
C 4.417 0.748 -4.674 -1.02 1.01 -0.24 0.090
C 3.474 1.091 -5.672 0.56 -0.96 -1.02 -0.009
C 2.492 2.235 -5.503 -0.20 -0.25 0.86 -0.106
O 1.167 1.730 -5.662 0.56 -0.46 -0.35 -0.520
C 0.812 0.890 -4.621 -0.84 -0.86 0.10 0.802
C 0.387 -0.509 -5.025 -0.39 0.43 -0.80 -0.735
O 0.821 1.242 -3.486 0.54 0.39 0.19 -0.538
C 3.495 0.271 -6.789 0.33 0.53 1.32 -0.153
C 4.467 -0.768 -6.833 0.00 -1.10 -1.53 0.364
N 4.503 -1.574 -7.960 0.32 1.06 0.68 -0.744
N 5.345 -1.072 -5.887 -0.89 0.91 0.02 -0.190
H 7.100 -1.309 -1.902 0.31 0.25 -0.05 0.275
H 4.470 1.324 -3.759 0.21 -0.24 0.10 0.268
H 2.649 3.021 -6.236 -0.01 -0.01 -0.02 0.242
H 2.594 2.619 -4.483 0.06 0.30 -0.20 0.223
H -0.524 -0.792 -4.500 0.17 0.05 0.23 0.263
H 1.172 -1.230 -4.790 0.03 0.12 0.11 0.242
H 0.167 -0.566 -6.093 0.16 0.03 0.07 0.235
H 2.807 0.394 -7.615 -0.02 0.04 0.02 0.261
H 5.403 -2.026 -8.067 -0.12 -0.27 -0.09 0.413
H 4.242 -1.047 -8.782 -0.11 -0.37 -0.22 0.396
O 3.148 1.942 2.584 0.13 0.01 -0.18 -0.571
C 2.238 1.517 1.928 -0.34 0.13 0.45 0.795
O 2.302 1.634 0.581 0.38 0.00 -0.29 -0.524
C 1.394 0.985 -0.306 -0.28 -0.07 -0.04 -0.064
C 0.139 1.797 -0.542 -0.10 0.15 0.19 -0.634
C 0.996 0.938 2.557 0.28 -0.24 -0.20 -0.744
H 1.166 -0.025 0.038 -0.02 0.04 0.08 0.178
H 1.935 0.881 -1.246 0.09 0.05 0.04 0.179
H -0.434 1.933 0.375 0.02 -0.11 0.03 0.214
H -0.498 1.305 -1.276 0.01 0.00 0.00 0.219
H 0.392 2.791 -0.912 0.04 -0.04 -0.08 0.215
H 0.304 1.750 2.779 -0.01 0.00 -0.02 0.239
H 1.276 0.448 3.484 0.01 0.13 0.07 0.260
H 0.496 0.192 1.949 -0.13 0.10 -0.02 0.234
O -0.505 -1.408 3.477 -0.08 -0.05 -0.15 -0.605
C -1.401 -2.131 3.121 -0.08 -0.40 0.34 0.811
O -2.012 -1.874 1.952 0.30 0.18 -0.31 -0.517
C -2.948 -2.772 1.344 -0.41 -0.13 -0.02 -0.066
C -4.354 -2.548 1.861 0.00 0.02 0.18 -0.645
C -1.907 -3.252 3.989 0.31 -0.40 -0.17 -0.759
H -2.626 -3.807 1.462 0.03 0.03 0.08 0.177
H -2.910 -2.553 0.277 0.14 0.11 0.03 0.190
H -4.430 -2.744 2.930 0.01 -0.03 0.00 0.237
H -5.059 -3.197 1.339 0.03 0.01 -0.03 0.219
H -4.653 -1.511 1.705 0.00 -0.01 -0.07 0.216
H -2.657 -2.855 4.673 -0.08 0.02 -0.05 0.280
H -1.068 -3.642 4.561 0.00 0.17 0.09 0.246
H -2.330 -4.085 3.432 -0.16 0.10 0.03 0.220
O -4.481 -1.420 5.208 -0.02 -0.06 0.07 -0.601
C -4.094 -0.309 5.462 0.02 0.14 -0.32 0.809
O -4.602 0.326 6.526 -0.08 -0.22 0.29 -0.498
C -4.077 1.555 7.036 0.04 0.35 -0.03 -0.070
C -4.673 2.756 6.330 -0.08 -0.04 -0.16 -0.637
C -3.118 0.410 4.562 0.39 -0.13 0.20 -0.751
H -2.987 1.557 7.001 -0.01 -0.05 -0.07 0.177
H -4.355 1.575 8.088 -0.06 -0.16 -0.02 0.202
H -4.424 2.765 5.269 0.08 0.02 0.02 0.205
H -4.309 3.681 6.776 0.01 -0.02 0.02 0.222
H -5.760 2.736 6.405 0.01 0.00 0.08 0.222
H -3.673 0.909 3.769 -0.02 0.02 0.02 0.243
H -2.446 -0.324 4.117 -0.28 0.23 0.05 0.254
H -2.494 1.134 5.081 -0.11 0.11 -0.06 0.223